A 11-piece molecular cluster, C48H93F3IN2O14P2 overall. Source: the Open Molecules 2025 dataset; level of theory: ωB97M-V/def2-TZVPD.

Its total energy is -4327.45139 a.u. The value obtained for the HOMO-LUMO gap is 7.93 eV. The multiplicity is 1. The total charge is +1.

Geometry as XYZ:
```
163
Properties=species:S:1:pos:R:3:mulliken_charge:R:1
C 2.881 2.009 1.991 -0.872
P 3.002 1.151 0.398 -0.099
O 3.497 2.361 -0.557 -0.364
N 1.238 0.916 -0.134 0.734
C 1.079 0.385 -1.319 -0.130
C 2.165 0.337 -2.344 -2.037
C 2.259 1.660 -3.141 1.520
C 3.239 1.577 -4.288 -0.803
N 2.932 0.672 -5.317 -0.416
O 4.199 2.325 -4.308 -0.479
C -0.284 -0.190 -1.562 3.362
C -0.956 0.582 -2.738 -1.679
C -0.730 0.084 -4.159 -0.335
O -1.312 0.999 -5.084 -0.589
C -0.246 -1.720 -1.863 -2.822
C 0.013 -2.745 -0.750 0.050
O -0.133 -4.037 -1.336 -0.513
C 1.404 -2.679 -0.105 0.603
F 1.418 -1.862 0.963 -0.209
F 1.829 -3.853 0.323 -0.270
F 2.331 -2.210 -0.963 -0.343
C -1.019 0.154 -0.255 -1.308
C -0.118 1.129 0.548 1.222
C -0.211 0.766 2.031 -1.725
C -1.685 0.669 2.485 -0.800
C -1.840 1.009 3.963 -1.350
I -3.740 1.880 4.363 0.022
P -0.846 2.887 0.255 -0.310
C -0.718 3.746 1.863 -0.964
C 0.425 3.804 -0.685 -0.840
H 3.848 1.813 2.467 0.470
H 2.772 3.091 1.881 0.325
H 2.117 1.612 2.636 0.270
H 3.514 3.232 -0.143 0.270
H 1.949 -0.486 -3.028 0.852
H 3.124 0.130 -1.861 0.868
H 2.622 2.454 -2.499 -0.686
H 1.279 1.935 -3.536 0.664
H 3.559 0.851 -6.096 0.357
H 3.063 -0.296 -5.042 0.225
H -0.601 1.617 -2.701 0.070
H -2.033 0.594 -2.549 0.922
H 0.329 0.058 -4.429 0.168
H -1.179 -0.902 -4.303 0.327
H -2.151 1.314 -4.731 0.430
H 0.457 -1.916 -2.676 0.438
H -1.238 -1.968 -2.251 0.532
H -0.722 -2.697 0.053 0.513
H 0.506 -4.063 -2.061 0.470
H -1.956 0.672 -0.448 0.423
H -1.268 -0.743 0.306 -0.024
H 0.261 1.499 2.668 0.376
H 0.279 -0.190 2.223 0.488
H -2.042 -0.352 2.325 0.384
H -2.320 1.312 1.870 0.716
H -1.098 1.713 4.332 0.234
H -1.808 0.119 4.587 0.645
H 0.205 3.546 2.413 0.335
H -0.736 4.814 1.640 0.629
H -1.579 3.528 2.496 0.181
H 1.410 3.793 -0.235 0.083
H 0.476 3.432 -1.708 0.189
H 0.090 4.842 -0.723 0.746
C -2.631 -3.485 -7.671 -1.264
C -2.313 -3.399 -6.200 0.672
O -1.756 -2.423 -5.739 -0.494
C -2.730 -4.561 -5.350 -0.161
H -2.288 -2.587 -8.178 0.324
H -2.145 -4.361 -8.103 0.321
H -3.707 -3.595 -7.812 0.342
H -2.247 -5.474 -5.704 0.169
H -3.810 -4.699 -5.396 0.365
H -2.442 -4.384 -4.317 -0.261
C -1.164 -5.473 1.942 -0.785
C -0.872 -5.154 3.391 0.905
O -1.697 -4.611 4.091 -0.609
C 0.490 -5.539 3.899 -1.194
H -2.173 -5.150 1.693 0.190
H -0.448 -4.950 1.306 0.029
H -1.076 -6.545 1.764 0.470
H 1.257 -5.033 3.307 0.359
H 0.631 -6.615 3.806 0.329
H 0.591 -5.264 4.945 0.299
C 8.297 4.267 -2.609 -0.723
C 8.254 2.761 -2.490 0.764
O 8.902 2.174 -1.658 -0.558
C 7.347 2.040 -3.457 -0.595
H 8.973 4.676 -1.863 0.340
H 8.636 4.556 -3.605 0.345
H 7.296 4.679 -2.460 -0.094
H 7.647 2.247 -4.485 0.373
H 6.320 2.380 -3.327 -0.140
H 7.401 0.969 -3.274 0.320
C 4.458 6.771 -1.900 -1.266
C 3.802 5.618 -2.618 0.714
O 3.194 4.761 -2.011 -0.384
C 3.945 5.593 -4.120 -0.978
H 4.291 6.686 -0.829 0.282
H 5.530 6.777 -2.102 0.321
H 4.046 7.715 -2.258 0.378
H 5.001 5.553 -4.391 0.311
H 3.511 6.496 -4.552 0.434
H 3.442 4.717 -4.519 0.090
C -2.487 -7.638 6.062 -0.894
C -1.288 -8.553 6.022 0.824
O -0.198 -8.169 5.664 -0.528
C -1.513 -9.980 6.461 -1.156
H -2.213 -6.637 5.736 0.107
H -3.275 -8.029 5.416 0.316
H -2.881 -7.591 7.078 0.348
H -2.269 -10.451 5.830 0.326
H -1.875 -10.001 7.490 0.336
H -0.583 -10.537 6.392 0.312
C -2.627 5.900 5.672 -0.866
C -2.495 6.622 4.352 0.820
O -2.258 6.022 3.326 -0.494
C -2.671 8.118 4.380 -1.078
H -2.493 4.830 5.532 0.046
H -1.874 6.273 6.368 0.331
H -3.613 6.085 6.100 0.346
H -1.929 8.561 5.048 0.370
H -3.662 8.368 4.760 0.341
H -2.562 8.535 3.385 0.192
C -5.489 -7.022 -1.303 -1.328
C -4.555 -6.090 -2.032 0.585
O -4.640 -5.896 -3.221 -0.479
C -3.471 -5.428 -1.213 -0.411
H -6.209 -7.441 -2.001 0.347
H -4.923 -7.829 -0.835 0.325
H -6.018 -6.482 -0.515 0.391
H -2.815 -6.182 -0.775 0.301
H -3.916 -4.845 -0.404 0.444
H -2.877 -4.773 -1.846 -0.181
C 1.472 2.501 7.599 -1.160
C 0.238 1.655 7.396 0.875
O -0.684 2.032 6.709 -0.521
C 0.207 0.320 8.097 -1.172
H 1.373 3.434 7.050 0.282
H 1.606 2.718 8.660 0.372
H 2.356 1.963 7.254 0.326
H 0.298 0.462 9.174 0.364
H 1.045 -0.296 7.768 0.339
H -0.728 -0.189 7.877 0.297
C -1.893 12.150 1.734 -1.104
C -2.808 11.018 1.336 0.860
O -3.292 10.273 2.157 -0.556
C -3.092 10.862 -0.138 -1.137
H -1.768 12.159 2.814 0.289
H -0.920 12.031 1.255 0.317
H -2.314 13.103 1.409 0.343
H -2.161 10.699 -0.683 0.329
H -3.554 11.770 -0.528 0.346
H -3.759 10.019 -0.296 0.295
C -2.351 -9.177 -4.247 -0.872
C -1.333 -8.704 -5.257 0.763
O -1.421 -7.615 -5.773 -0.534
C -0.209 -9.655 -5.589 -1.161
H -3.103 -8.404 -4.100 0.095
H -2.831 -10.091 -4.600 0.349
H -1.860 -9.400 -3.298 0.334
H -0.614 -10.586 -5.989 0.328
H 0.357 -9.894 -4.688 0.328
H 0.451 -9.201 -6.324 0.310
```

=====

A 9-piece molecular cluster, C48H95BN11O10PSSi overall. Source: the Open Molecules 2025 dataset; level of theory: ωB97M-V/def2-TZVPD.

Its total energy is -4294.82697 a.u. The value obtained for the HOMO-LUMO gap is 7.32 eV. The multiplicity is 1. The total charge is 0.

Geometry as XYZ:
```
168
Properties=species:S:1:pos:R:3:mulliken_charge:R:1
C 0.627 -1.546 3.548 -0.854
C 0.324 -1.921 2.094 -0.241
N -0.115 -0.720 1.319 -0.101
C 0.653 -0.525 0.154 -0.813
C 1.638 0.457 0.005 1.045
C 1.930 1.439 1.120 -1.280
C 1.003 2.642 0.947 0.077
O -0.333 2.212 1.240 -0.482
Si -1.492 2.637 0.116 0.644
C -1.171 2.009 -1.628 -0.405
C -3.081 1.837 0.701 -1.145
C -1.766 4.482 0.007 -0.601
C 2.342 0.568 -1.191 -1.142
C 2.098 -0.271 -2.281 0.042
B 2.919 -0.059 -3.612 0.760
O 3.029 1.261 -4.068 -0.575
N 3.502 -1.161 -4.323 0.255
C 4.260 -2.076 -3.420 -1.188
C 4.358 -0.749 -5.442 -1.394
C 1.106 -1.245 -2.147 -1.024
C 0.404 -1.359 -0.942 0.904
S -0.876 -2.589 -0.863 -0.453
C -1.550 -2.353 -2.487 -0.341
C -0.626 -2.126 -3.513 -0.472
C -1.079 -1.902 -4.806 -0.775
C -2.442 -1.930 -5.059 -0.841
C -3.367 -2.167 -4.046 -0.449
C -2.925 -2.372 -2.736 1.113
P -4.034 -2.620 -1.299 0.473
C -3.858 -4.379 -0.771 -0.939
C -5.759 -2.415 -1.950 -0.627
C -6.651 -1.978 -0.789 -1.088
N 0.781 -2.116 -3.241 0.398
H 0.872 -0.496 3.672 0.045
H 1.488 -2.108 3.900 0.297
H -0.193 -1.765 4.226 0.381
H -0.495 -2.639 2.098 0.206
H 1.198 -2.396 1.654 0.329
H 0.012 0.059 1.948 0.257
H 2.961 1.782 1.063 0.530
H 1.726 0.962 2.074 -0.220
H 1.049 2.926 -0.109 0.026
H 1.271 3.467 1.607 0.482
H -0.715 2.769 -2.262 -0.118
H -0.625 1.070 -1.694 -0.017
H -2.155 1.823 -2.063 0.484
H -3.822 1.830 -0.098 0.333
H -3.517 2.358 1.552 0.341
H -2.902 0.789 0.946 0.262
H -1.882 4.913 1.000 0.403
H -1.001 4.961 -0.597 -0.311
H -2.711 4.634 -0.517 0.302
H 3.106 1.328 -1.297 0.446
H 3.958 1.489 -4.178 0.284
H 3.535 -2.754 -2.983 0.191
H 5.018 -2.620 -3.974 0.472
H 4.762 -1.490 -2.651 0.324
H 3.944 0.097 -5.978 0.516
H 4.400 -1.576 -6.157 0.332
H 5.395 -0.570 -5.138 0.425
H -0.342 -1.724 -5.574 0.528
H -2.781 -1.741 -6.069 0.376
H -4.420 -2.158 -4.276 0.404
H -4.833 -4.862 -0.792 0.432
H -3.545 -4.353 0.268 -0.013
H -3.098 -4.920 -1.329 0.446
H -5.708 -1.605 -2.673 0.380
H -6.080 -3.357 -2.392 0.423
H -6.506 -2.600 0.093 0.241
H -6.435 -0.952 -0.504 0.289
H -7.699 -2.010 -1.088 0.383
H 1.040 -3.060 -2.952 0.462
C -6.531 -6.506 3.253 -1.366
C -5.453 -5.659 2.623 0.883
O -5.669 -4.535 2.194 -0.643
N -4.201 -6.193 2.549 -0.024
C -3.755 -7.495 3.001 -0.894
H -7.463 -5.954 3.247 0.299
H -6.665 -7.429 2.684 0.358
H -6.279 -6.745 4.278 0.415
H -3.524 -5.580 2.124 0.128
H -2.967 -7.380 3.748 0.294
H -3.350 -8.062 2.159 0.300
H -4.575 -8.054 3.439 0.322
C 2.530 1.398 7.529 -1.263
C 2.490 1.212 6.034 0.831
O 2.246 0.131 5.514 -0.624
N 2.737 2.299 5.258 -0.031
C 3.045 3.659 5.666 -0.616
H 2.316 0.444 8.003 0.302
H 3.518 1.732 7.846 0.355
H 1.784 2.127 7.846 0.315
H 2.694 2.102 4.270 0.086
H 2.289 4.334 5.262 0.257
H 4.018 3.944 5.262 0.302
H 3.062 3.759 6.746 0.092
C -1.592 6.957 -4.550 -1.593
C -0.802 6.220 -3.496 0.946
O -0.899 6.489 -2.306 -0.577
N 0.031 5.232 -3.909 -0.036
C 0.279 4.765 -5.262 -0.953
H -2.205 7.707 -4.060 0.310
H -0.924 7.454 -5.254 0.418
H -2.243 6.271 -5.091 0.401
H 0.526 4.780 -3.156 0.095
H 0.022 3.707 -5.338 0.279
H 1.336 4.881 -5.505 0.320
H -0.311 5.324 -5.980 0.375
C 3.350 -5.240 -5.402 -0.907
C 4.071 -6.035 -4.340 0.766
O 3.807 -5.919 -3.156 -0.649
N 5.042 -6.897 -4.752 -0.169
C 5.490 -7.167 -6.104 -0.822
H 2.615 -4.603 -4.920 -0.121
H 4.054 -4.610 -5.948 0.350
H 2.835 -5.902 -6.099 0.467
H 5.483 -7.395 -3.995 0.242
H 5.347 -8.223 -6.339 0.278
H 6.553 -6.935 -6.196 0.271
H 4.938 -6.570 -6.822 0.322
C -9.709 -6.666 7.303 -1.350
C -8.906 -7.496 6.330 0.727
O -8.108 -6.990 5.555 -0.559
N -9.101 -8.840 6.341 -0.158
C -9.997 -9.612 7.182 -0.843
H -9.440 -5.623 7.170 0.273
H -10.777 -6.781 7.117 0.383
H -9.487 -6.957 8.331 0.371
H -8.536 -9.334 5.668 0.222
H -9.426 -10.334 7.767 0.283
H -10.709 -10.158 6.560 0.281
H -10.546 -8.967 7.859 0.327
C 2.063 5.809 10.717 -1.398
C 2.022 5.639 9.217 0.858
O 1.779 4.562 8.694 -0.607
N 2.269 6.735 8.454 -0.130
C 2.575 8.085 8.890 -0.884
H 1.847 4.850 11.178 0.288
H 3.050 6.139 11.041 0.386
H 1.314 6.531 11.043 0.382
H 2.225 6.554 7.463 0.190
H 1.823 8.776 8.507 0.292
H 3.549 8.386 8.503 0.294
H 2.592 8.149 9.972 0.334
C 3.860 6.566 -0.050 -1.299
C 2.933 6.510 1.144 0.850
O 3.292 6.042 2.217 -0.664
N 1.681 6.996 0.981 -0.082
C 1.075 7.580 -0.211 -0.680
H 4.817 6.141 0.237 0.317
H 3.452 5.988 -0.880 0.302
H 4.014 7.597 -0.369 0.381
H 1.115 6.928 1.812 0.215
H 0.754 8.599 0.016 0.274
H 0.205 6.992 -0.487 0.212
H 1.768 7.602 -1.044 0.270
C 4.793 2.352 -8.178 -1.029
C 5.825 3.279 -8.777 0.628
O 5.547 4.407 -9.143 -0.652
N 7.095 2.804 -8.896 -0.162
C 7.607 1.500 -8.519 -0.702
H 3.838 2.866 -8.149 0.353
H 4.687 1.453 -8.786 0.359
H 5.072 2.074 -7.161 0.220
H 7.735 3.468 -9.302 0.222
H 8.402 1.613 -7.780 0.280
H 8.020 0.996 -9.394 0.275
H 6.822 0.882 -8.096 0.227
```

=====

> The lowest total charge belongs to which entry?

C48H95BN11O10PSSi